--- i ---
6
Properties=species:S:1:pos:R:3 method="wB97M-V/def2-TZVPD" molar_mass_da=80.09 orbital_gap_ev="5.632 / 5.634" total_charge=-1
N 1.56 0.55 -0.29
O 0.67 -0.35 0.20
O -1.47 1.14 0.31
S -1.14 -0.25 -0.06
H 1.83 0.08 -1.23
H -1.45 -1.17 1.08

---

--- ii ---
6
Properties=species:S:1:pos:R:3 method="wB97M-V/def2-TZVPD" molar_mass_da=80.09 orbital_gap_ev=8.149 total_charge=-1
N 1.38 -0.40 -0.02
O -0.92 0.49 -0.41
O 3.82 -0.23 -0.08
S 2.55 0.44 -0.46
H 0.05 -0.10 -0.52
H -0.59 1.22 0.18

---

Sorted by energy, starting with the most stable: ii, i.

---

--- i ---
15
Properties=species:S:1:pos:R:3 method="wB97M-V/def2-TZVPD" molar_mass_da=108.10 orbital_gap_ev="10.333 / 8.627"
C -1.68 0.21 -1.68
C 0.37 -0.94 -1.25
O -0.76 -0.27 -0.70
H -2.07 -0.61 -2.28
H -1.20 0.94 -2.34
H -2.50 0.69 -1.14
H 0.05 -1.83 -1.80
H 0.92 -0.28 -1.93
H 1.01 -1.21 -0.42
N 1.11 0.70 1.71
N 2.25 0.25 3.40
O 1.51 1.27 2.83
O -0.19 1.04 1.54
H -0.44 0.60 0.69
H 1.63 -0.56 3.37

---

--- ii ---
15
Properties=species:S:1:pos:R:3 method="wB97M-V/def2-TZVPD" molar_mass_da=108.10 orbital_gap_ev=9.257 smiles="O=C(O)O.CNN"
C -0.28 1.78 0.95
N 0.21 0.44 0.65
N 1.31 0.12 1.52
H 0.48 0.40 -0.36
H 1.17 -0.80 1.94
H 2.18 0.06 1.00
H -0.51 1.90 2.01
H -1.19 1.98 0.38
H 0.47 2.53 0.66
C -0.67 -1.45 -1.31
O -1.46 -0.43 -1.65
O 0.61 -1.22 -1.80
O -1.03 -2.51 -0.86
H -2.36 -0.75 -1.46
H 1.07 -2.06 -1.66

---

Sorted by energy, starting with the most stable: ii, i.

---

--- i ---
16
Properties=species:S:1:pos:R:3 method="wB97M-V/def2-TZVPD" molar_mass_da=125.13 orbital_gap_ev=7.567
C -1.12 0.05 0.76
C -1.73 1.00 0.01
C -1.10 -1.19 0.02
C 0.21 0.45 1.25
C 0.60 1.06 -1.04
C 0.40 -1.38 -0.24
N 1.03 0.08 -0.02
O -2.63 1.61 -0.37
O -2.01 -1.88 -0.32
H 0.27 1.53 1.30
H 0.67 -0.06 2.11
H 0.49 0.53 -2.00
H 1.21 1.87 -1.06
H 0.79 -1.96 0.60
H 0.87 -1.72 -1.12
H 2.04 0.01 0.11

---

--- ii ---
16
Properties=species:S:1:pos:R:3 method="wB97M-V/def2-TZVPD" molar_mass_da=125.13 orbital_gap_ev=9.904 smiles="C#CC(=O)CCC(N)=O"
O -1.81 1.66 0.04
C -1.70 0.45 0.07
C -0.37 -0.27 0.08
C 0.82 0.67 0.14
C 2.17 0.01 0.33
N 2.63 -0.86 -0.58
C -2.88 -0.40 0.09
C -3.85 -1.12 0.09
H -0.40 -0.97 0.93
H -0.36 -0.90 -0.83
H 0.87 1.27 -0.78
H 0.71 1.39 0.96
H -4.71 -1.78 0.03
O 3.12 0.72 0.76
H 2.11 -1.72 -0.68
H 3.72 -0.53 -0.61

---

Sorted by energy, starting with the most stable: ii, i.

---

--- i ---
16
Properties=species:S:1:pos:R:3 method="wB97M-V/def2-TZVPD" molar_mass_da=125.13 orbital_gap_ev=9.193 smiles="N=C=C[C@H]1[C@H]2OCO[C@@H]12"
C 1.38 0.17 -0.49
C 0.22 0.82 0.31
C 2.63 -0.23 -0.30
C -1.90 -1.01 -0.54
C -0.81 0.10 1.12
C -1.29 1.05 0.01
N 3.74 -0.68 -0.23
O -1.29 -1.14 0.76
O -2.06 0.31 -0.83
H 1.04 -0.09 -1.38
H 0.52 1.67 0.89
H -1.25 -1.57 -1.16
H -2.82 -1.68 -0.35
H -1.14 0.46 2.17
H -1.60 2.06 0.19
H 4.65 -0.24 -0.19

---

--- ii ---
16
Properties=species:S:1:pos:R:3 method="wB97M-V/def2-TZVPD" molar_mass_da=125.13 orbital_gap_ev=10.298 smiles="C#CCC#CC(N)=O.O"
N -0.86 1.30 -1.47
C -2.19 0.84 -1.52
O -2.70 0.50 -2.59
C -2.69 0.32 -0.25
C -3.07 -0.14 0.80
C -3.56 -0.76 2.04
C -2.54 -1.59 2.71
C -1.71 -2.28 3.25
H -1.59 3.12 -2.03
H -0.15 0.62 -1.70
H -3.90 0.03 2.72
H -4.44 -1.37 1.80
H -0.99 -2.90 3.76
H -0.55 1.91 -0.71
O -2.63 3.35 -2.23
H -2.99 3.64 -1.38

---

Sorted by energy, starting with the most stable: ii, i.

---

--- i ---
10
Properties=species:S:1:pos:R:3 method="wB97M-V/def2-TZVPD" molar_mass_da=92.06 orbital_gap_ev=8.880
N 1.33 0.90 -0.04
N 1.78 -0.12 -0.36
N -1.54 0.55 0.47
N -0.65 -0.12 1.12
O -0.22 -1.28 0.73
O -1.91 0.40 -0.89
H 1.58 -1.08 0.20
H 2.62 -0.17 -0.95
H -1.40 1.49 0.69
H -1.59 -0.57 -0.97

---

--- ii ---
10
Properties=species:S:1:pos:R:3 method="wB97M-V/def2-TZVPD" molar_mass_da=92.06 orbital_gap_ev=9.012 smiles="[H]/N=N/[N+](=O)[O-].N"
N -2.13 0.57 0.53
N 1.85 -1.60 -0.32
N 1.04 -0.73 -0.68
N 1.32 0.60 -0.45
O 1.65 1.16 -1.46
O 1.06 1.07 0.61
H -2.95 1.01 0.92
H -2.21 -0.44 0.81
H -1.20 0.93 0.78
H 1.57 -2.56 -0.74

---

--- iii ---
10
Properties=species:S:1:pos:R:3 method="wB97M-V/def2-TZVPD" molar_mass_da=92.06 orbital_gap_ev=10.013
N -0.60 -0.84 -0.58
N 0.07 -1.61 -1.50
N -0.63 0.73 1.45
N 0.05 0.08 -0.11
O 1.07 0.65 -0.48
O 0.29 1.64 1.84
H 0.80 -1.03 -2.02
H -0.61 -2.01 -1.98
H -1.39 1.29 1.11
H 0.96 1.10 2.29

---

Sorted by energy, starting with the most stable: ii, iii, i.

---

--- i ---
9
Properties=species:S:1:pos:R:3 method="wB97M-V/def2-TZVPD" molar_mass_da=95.02 orbital_gap_ev=9.848 total_charge=-1
N -1.67 -0.37 0.01
N -0.21 -0.05 1.07
O 0.91 -0.81 -1.30
O 2.43 0.40 0.38
P 1.10 0.20 -0.24
H -1.93 0.68 0.12
H -1.20 -0.45 -0.87
H 0.20 -0.95 1.45
H 0.37 1.36 -0.61

---

--- ii ---
9
Properties=species:S:1:pos:R:3 method="wB97M-V/def2-TZVPD" molar_mass_da=95.02 orbital_gap_ev="6.572 / 7.000" total_charge=-1
N -1.59 1.80 -1.46
N -1.40 0.59 -0.94
O -0.61 -1.49 0.46
O 1.87 -1.75 1.15
P -0.33 -0.02 0.17
H -1.04 2.40 -0.86
H 1.80 -0.84 0.78
H -2.09 -0.08 -1.39
H 1.03 -2.15 0.99

---

--- iii ---
9
Properties=species:S:1:pos:R:3 method="wB97M-V/def2-TZVPD" molar_mass_da=95.02 orbital_gap_ev=8.138 total_charge=-1 smiles="NP(N)(=O)[O-]"
N -0.43 -0.21 -1.20
N -0.49 -0.06 1.40
O 1.48 1.11 0.04
O 1.51 -1.68 0.28
P 0.68 -0.12 0.18
H -1.15 0.57 -1.27
H 0.16 -0.39 -1.97
H -1.34 -0.14 0.94
H -0.42 0.91 1.60

---

Sorted by energy, starting with the most stable: iii, i, ii.